12
Properties=species:S:1:pos:R:3 method="wB97M-V/def2-TZVPD" de_lowest_kcal_mol=83.2 e_lumo_ev=0.5233 total_energy_ha=-265.402916 homo_lumo_gap_ev=8.23
N 0.101 -1.346 0.149
N 2.022 0.131 0.188
C 0.670 -0.165 0.133
C -1.905 -0.727 -0.404
C -0.221 0.940 0.056
C -1.516 0.585 -0.179
H 2.716 -0.577 0.019
H 2.271 1.029 -0.200
H 0.783 -2.111 0.042
H -2.729 -1.055 0.261
H -2.305 1.337 -0.245
H 0.112 1.957 0.179